i) {
  "formula": "C2H8",
  "method": "ωB97M-V/def2-TZVPD",
  "smiles": "C.C",
  "total_charge": 0,
  "molar_mass_g_mol": 32.09,
  "symbols": ["C", "H", "H", "H", "H", "C", "H", "H", "H", "H"],
  "positions_angstrom": [[0.0659, 1.2490, 0.3604], [0.1634, 2.2439, 0.8195], [-0.0751, 1.3578, -0.7251], [-0.8017, 0.7289, 0.7926], [0.9773, 0.6646, 0.5548], [-0.0659, -1.2488, -0.3602], [0.1937, -1.6364, 0.6359], [-0.0889, -0.1494, -0.3320], [-1.0551, -1.6287, -0.6554], [0.6867, -1.5810, -1.0905]]
}

=====

ii) {
  "formula": "C2H8",
  "method": "ωB97M-V/def2-TZVPD",
  "smiles": "C.C",
  "total_charge": 0,
  "molar_mass_g_mol": 32.09,
  "symbols": ["C", "H", "H", "H", "H", "C", "H", "H", "H", "H"],
  "positions_angstrom": [[1.5561, 4.6227, 2.4914], [2.1098, 4.2276, 1.6269], [1.0216, 5.5382, 2.1978], [2.2607, 4.8541, 3.3038], [0.8319, 3.8707, 2.8378], [-1.5559, -4.6226, -2.4914], [-0.5496, -4.3255, -2.8217], [-1.7750, -4.1584, -1.5186], [-1.6018, -5.7173, -2.3940], [-2.2980, -4.2894, -3.2318]]
}

=====

Q: What are the energies relative to the best structure? A: i) 1.334; ii) 0.000, in eV.

=====

i) {
  "formula": "C5H9N3O",
  "method": "ωB97M-V/def2-TZVPD",
  "total_charge": 0,
  "molar_mass_g_mol": 127.15,
  "symbols": ["C", "C", "C", "N", "C", "N", "C", "O", "N", "H", "H", "H", "H", "H", "H", "H", "H", "H"],
  "positions_angstrom": [[-0.6216, 0.0746, 0.0948], [-1.8518, -0.2364, 0.9584], [-0.9059, 1.1712, -0.9350], [1.5349, -0.8520, 0.1491], [-0.0866, -1.1498, -0.5298], [2.2856, -0.1039, -0.8055], [0.5970, 0.4222, 1.0243], [-0.3736, -2.2073, -0.9557], [0.9338, 1.1380, 1.9127], [2.0721, -1.5216, 0.7064], [2.8822, -0.7391, -1.3315], [2.9050, 0.5325, -0.3005], [-2.7191, -0.4831, 0.3401], [-1.7693, 0.9190, -1.5567], [-1.6705, -1.0653, 1.6470], [-2.0545, 0.6566, 1.5567], [-1.1060, 2.0953, -0.3856], [-0.0518, 1.3490, -1.5893]]
}

=====

ii) {
  "formula": "C5H9N3O",
  "method": "ωB97M-V/def2-TZVPD",
  "total_charge": 0,
  "molar_mass_g_mol": 127.15,
  "symbols": ["C", "C", "C", "C", "C", "H", "H", "H", "H", "H", "H", "H", "H", "H", "N", "N", "N", "O"],
  "positions_angstrom": [[-2.6433, -0.4116, -0.6020], [-0.5064, -0.1717, 0.5686], [0.4699, 0.8690, 1.2180], [0.3475, 1.9042, 0.1272], [0.9557, -1.8497, -0.0450], [-3.0033, -1.2688, 0.2709], [-2.0221, -0.7617, -1.7022], [-3.6267, 0.5183, -1.1058], [1.4265, 0.2128, 1.3203], [0.2452, 1.1583, 2.4094], [-0.4276, 2.7800, 0.0326], [1.2238, -2.9403, 0.1953], [1.4881, -0.0238, -1.0284], [2.4087, -1.3644, -1.5023], [-1.5871, 0.3551, -0.0505], [-0.0416, -1.5024, 0.6914], [1.7836, -1.0437, -0.6717], [1.1828, 1.8732, -0.7845]]
}

=====

Q: What are the energies relative to the best structure? A: i) 0.000; ii) 1.554, in eV.

=====

i) {
  "formula": "C5H9N3O",
  "method": "ωB97M-V/def2-TZVPD",
  "smiles": "CN(O)C1=NC[C@@H]2CN12",
  "total_charge": 0,
  "molar_mass_g_mol": 127.15,
  "symbols": ["C", "N", "O", "C", "N", "C", "C", "C", "N", "H", "H", "H", "H", "H", "H", "H", "H", "H"],
  "positions_angstrom": [[-2.3743, 0.9011, -0.3528], [-1.4716, -0.3421, -0.1802], [-2.1449, -1.4018, 0.3153], [-0.1362, -0.5938, -0.4028], [0.5334, -1.6097, -0.0671], [1.9480, -1.1899, -0.2382], [1.9196, 0.3980, -0.2522], [0.9119, 1.0993, 0.8198], [0.5701, 0.6107, -0.5574], [-1.7965, 1.5149, -1.3738], [-2.5270, 1.3398, 0.5346], [-3.2375, 0.4017, -1.0710], [-1.4438, -1.7783, 0.9777], [2.5194, -1.3106, 0.7206], [2.5081, -1.5386, -1.0677], [2.7232, 1.0028, -0.8090], [0.5742, 0.2981, 1.6983], [0.9238, 2.1986, 1.3058]]
}

=====

ii) {
  "formula": "C5H9N3O",
  "method": "ωB97M-V/def2-TZVPD",
  "total_charge": 0,
  "molar_mass_g_mol": 127.15,
  "symbols": ["C", "C", "C", "C", "N", "N", "C", "N", "O", "H", "H", "H", "H", "H", "H", "H", "H", "H"],
  "positions_angstrom": [[-0.1712, -0.4354, 1.8171], [0.6505, 0.6360, -0.3519], [1.3953, -0.4702, -0.8425], [-0.4964, 0.0302, 0.4147], [0.3856, 1.6979, -1.1267], [-1.7055, 0.7894, 0.2728], [-0.3761, -1.1737, -0.7187], [2.5006, -0.9657, -1.1148], [-1.1978, -1.1804, -1.6511], [-0.4737, 2.1919, -0.9020], [1.0082, 1.9452, -1.8797], [-2.3005, 0.7140, 1.0865], [-2.1983, 0.4316, -0.5503], [3.3046, -0.4384, -0.7659], [-0.0546, -2.0980, -0.2022], [0.7686, -0.9887, 1.8365], [-0.0778, 0.4115, 2.5010], [-0.9615, -1.0971, 2.1771]]
}

=====

Q: What are the energies relative to the best structure? A: i) 3.423; ii) 0.000, in eV.

=====

i) {
  "formula": "C5H9N3O",
  "method": "ωB97M-V/def2-TZVPD",
  "total_charge": 0,
  "molar_mass_g_mol": 127.15,
  "symbols": ["C", "C", "C", "C", "C", "H", "H", "H", "H", "H", "H", "H", "H", "H", "N", "N", "N", "O"],
  "positions_angstrom": [[-0.7922, 2.2482, -0.6245], [-0.1821, 1.0324, 0.0988], [0.0094, -0.3334, 1.6849], [0.4701, 0.0303, -0.5107], [0.5840, -0.2418, -2.0264], [-0.4134, 2.3321, -1.6062], [-1.9811, 2.1355, -0.8334], [-0.6865, 3.1907, 0.0200], [-1.1840, -0.8381, 3.5482], [1.8552, -2.5537, 0.3699], [-0.3789, -2.4097, 1.8805], [0.0930, -1.4436, -1.9140], [0.0363, 0.3768, -2.9097], [1.6866, -0.3363, -2.5990], [-0.3615, -0.9995, 2.7960], [0.9846, -0.7242, 0.6430], [0.4088, -2.3672, 0.5844], [-0.1484, 0.9015, 1.3983]]
}

=====

ii) {
  "formula": "C5H9N3O",
  "method": "ωB97M-V/def2-TZVPD",
  "smiles": "CC(=C/C(N)=O)/N=C\\N",
  "total_charge": 0,
  "molar_mass_g_mol": 127.15,
  "symbols": ["C", "C", "C", "C", "N", "O", "N", "C", "N", "H", "H", "H", "H", "H", "H", "H", "H", "H"],
  "positions_angstrom": [[1.0381, 1.9226, -0.2787], [0.0594, 0.7647, -0.1723], [-1.0764, 0.7764, 0.5431], [-2.2060, -0.0972, 0.0417], [-1.6913, -1.2557, -0.4258], [-3.5285, 0.1297, 0.1066], [0.6167, -0.2071, -1.0110], [1.2200, -1.2243, -0.3678], [1.4366, -1.1725, 0.9765], [1.7471, 1.8194, -1.1793], [1.6683, 1.5934, 0.5776], [0.5259, 2.8829, -0.1538], [-1.2699, 1.6775, 1.0332], [-0.7385, -1.3963, -0.7536], [-2.3441, -1.9783, -0.9557], [1.9291, -2.0086, -0.9165], [1.0374, -0.1917, 1.5274], [1.5763, -2.0349, 1.4084]]
}

=====

iii) {
  "formula": "C5H9N3O",
  "method": "ωB97M-V/def2-TZVPD",
  "smiles": "[H]/N=C1/NN[C@H]2C[C@@H]2CO1",
  "total_charge": 0,
  "molar_mass_g_mol": 127.15,
  "symbols": ["H", "N", "C", "N", "N", "C", "C", "C", "C", "O", "H", "H", "H", "H", "H", "H", "H", "H"],
  "positions_angstrom": [[-3.2334, -0.2733, -0.9915], [-2.8557, -0.4181, 0.0843], [-1.6983, -0.6184, -0.0295], [-0.8841, -1.4328, 0.8362], [0.5301, -1.2487, 1.2745], [0.6872, 0.1054, 0.8220], [1.8951, 1.0302, 0.5872], [1.1529, 0.3840, -0.6480], [-0.0300, 0.8848, -1.2579], [-1.0364, -0.2191, -1.1651], [-1.3808, -1.8891, 1.5397], [1.0581, -2.0439, 0.7596], [-0.1929, 0.6050, 1.1489], [2.0407, 2.1533, 0.7393], [2.8086, 0.6017, 0.8215], [1.7950, -0.4141, -1.1322], [-0.4179, 1.8512, -0.8932], [-0.2382, 0.9421, -2.4960]]
}

=====

Q: What are the energies relative to the best structure? A: i) 7.428; ii) 0.000; iii) 2.628, in eV.

=====

i) {
  "formula": "C8H8O",
  "method": "ωB97M-V/def2-TZVPD",
  "total_charge": 0,
  "molar_mass_g_mol": 120.15,
  "symbols": ["C", "C", "C", "C", "C", "C", "C", "C", "O", "H", "H", "H", "H", "H", "H", "H", "H"],
  "positions_angstrom": [[1.2948, 0.7552, 0.2317], [1.0445, 0.4321, -1.0598], [1.1003, 0.5546, -2.3451], [-0.1605, -0.9013, 1.2683], [-0.5127, -1.3937, -0.1631], [-0.9414, 0.9416, 0.0069], [0.1887, 0.5787, 1.1017], [-0.5793, -0.1069, -1.0076], [0.8385, 0.6266, -3.4746], [2.3524, 1.1022, 0.5389], [-1.0136, -1.0324, 1.9162], [0.6630, -1.4342, 1.7317], [0.0363, -2.3160, -0.5417], [-1.6044, -1.7684, -0.2313], [-1.9405, 0.8919, 0.3662], [-0.8264, 1.9733, -0.4033], [0.0602, 1.0969, 2.0650]]
}

=====

ii) {
  "formula": "C8H8O",
  "method": "ωB97M-V/def2-TZVPD",
  "smiles": "C=C[C@]12C=CC=C[C@H]1O2",
  "total_charge": 0,
  "molar_mass_g_mol": 120.15,
  "symbols": ["C", "C", "C", "C", "C", "C", "C", "C", "O", "H", "H", "H", "H", "H", "H", "H", "H"],
  "positions_angstrom": [[-1.0859, 2.0996, 1.7280], [-0.9306, 0.7510, 1.5724], [-0.0536, 0.2240, 0.4757], [-0.3152, 0.6772, -0.9417], [0.0760, -0.1208, -1.9940], [0.7410, -1.4203, -1.8177], [1.0661, -1.8874, -0.5808], [0.6552, -1.1372, 0.6426], [1.2799, 0.1016, 0.8950], [-0.5187, 2.7553, 1.1094], [-1.6919, 2.5537, 2.5329], [-1.4711, 0.0841, 2.2548], [-0.7689, 1.6210, -1.2058], [-0.0894, 0.2457, -2.9878], [1.0739, -1.9783, -2.7133], [1.6110, -2.8311, -0.5045], [0.4223, -1.7382, 1.5346]]
}

=====

Q: What are the energies relative to the best structure? A: i) 3.081; ii) 0.000, in eV.

=====

i) {
  "formula": "H23O12",
  "method": "ωB97M-V/def2-TZVPD",
  "total_charge": -1,
  "molar_mass_g_mol": 215.17,
  "symbols": ["O", "H", "H", "O", "H", "H", "O", "H", "O", "H", "H", "O", "H", "H", "O", "H", "H", "O", "H", "H", "O", "H", "H", "O", "H", "H", "O", "H", "H", "O", "H", "H", "O", "H", "H"],
  "positions_angstrom": [[1.1828, 2.7793, 1.7040], [0.7246, 3.5652, 1.8031], [1.0872, 2.2057, 2.4604], [2.8422, -0.2192, 2.8739], [3.3639, 0.1863, 2.1954], [2.1131, -0.3897, 2.2410], [-0.2006, -0.4096, -4.1121], [-0.4548, 0.3312, -3.4736], [-1.3854, -2.7547, -1.4957], [-0.7135, -2.1248, -1.3288], [-1.6496, -2.6915, -2.3952], [-0.2388, -0.7073, 1.1385], [-0.8515, -1.4934, 1.2610], [0.4335, -1.3079, 0.3051], [1.3506, 0.6196, -1.8832], [0.6119, 0.9041, -1.4930], [0.5848, -0.6120, -3.7450], [-0.7159, 1.3841, -0.3671], [-0.8343, 2.1679, 0.1673], [-0.7003, 0.5329, 0.2715], [0.9528, -1.7394, -0.7316], [1.5770, -2.2877, -0.3442], [1.3936, -0.4092, -1.6866], [-3.5103, 0.8171, -0.7522], [-2.6805, 0.9973, -0.1977], [-3.4433, -0.1489, -0.8291], [3.0392, 1.9508, -0.2504], [2.5490, 1.5346, -0.9099], [2.3160, 2.1350, 0.3841], [-3.4679, -2.0096, -0.1889], [-2.6393, -2.2542, -0.6202], [-3.2891, -1.3800, 0.5270], [0.1823, 0.6717, 3.1628], [-0.0459, 0.1311, 2.4303], [0.5166, 0.0251, 3.8788]]
}

=====

ii) {
  "formula": "H23O12",
  "method": "ωB97M-V/def2-TZVPD",
  "total_charge": -1,
  "molar_mass_g_mol": 215.17,
  "symbols": ["O", "H", "H", "O", "H", "H", "O", "H", "O", "H", "H", "O", "H", "H", "O", "H", "H", "O", "H", "H", "O", "H", "H", "O", "H", "H", "O", "H", "H", "O", "H", "H", "O", "H", "H"],
  "positions_angstrom": [[-0.1989, -0.2377, -2.1927], [1.0354, -1.7735, 0.4447], [-2.5974, -0.0993, 1.9519], [1.1254, 4.1300, -2.1362], [1.1947, 3.2655, -2.5627], [1.8447, 4.1364, -1.5024], [-4.4825, 0.8721, -0.9988], [-3.7883, 0.6569, -1.6407], [-1.6833, -0.2516, 2.2512], [1.0163, 1.3208, -1.6976], [-1.8218, -1.0129, 2.8271], [0.5686, -2.1094, 1.2741], [-0.0524, 2.1307, 2.0536], [-1.4072, 0.1268, -1.0107], [-1.4257, -4.5924, 0.2889], [1.2393, -0.5620, 4.1045], [-3.9377, 0.6690, -0.2150], [1.4897, 1.4080, -0.8494], [1.6326, 0.4484, -0.6642], [-0.6766, -4.3939, 0.8506], [4.0171, 0.1370, -2.2645], [4.7873, 0.3944, -1.7554], [3.4343, -0.4008, -1.6904], [0.3136, 2.6830, 1.3553], [0.4663, 2.1305, 0.5798], [-1.3673, -0.3341, 0.4102], [0.4368, -0.2627, 4.5266], [-0.8532, -0.8335, -2.5670], [1.7142, -1.9692, -1.6689], [1.6534, -1.2991, -0.9815], [-0.0881, 0.3965, 4.0764], [-1.9555, -3.7806, 0.2655], [-1.9904, -0.2921, -0.3187], [0.5942, -0.7914, -1.4980], [0.7247, -1.3868, 1.8886]]
}

=====

Q: What are the energies relative to the best structure? A: i) 0.136; ii) 0.000, in eV.